No. 1
{"formula": "C32H50BBrF17N14O27P", "method": "the ωB97M-V functional and the def2-TZVPD basis", "elements": ["C", "C", "C", "C", "B", "O", "O", "C", "C", "C", "N", "C", "P", "O", "Br", "C", "C", "C", "C", "F", "F", "C", "F", "F", "C", "F", "F", "C", "F", "F", "C", "F", "F", "C", "F", "F", "C", "F", "F", "C", "F", "F", "F", "N", "C", "H", "H", "H", "H", "H", "H", "H", "H", "H", "H", "H", "H", "H", "H", "C", "N", "O", "O", "H", "H", "H", "C", "N", "O", "O", "H", "H", "H", "C", "N", "O", "O", "H", "H", "H", "C", "N", "O", "O", "H", "H", "H", "C", "N", "O", "O", "H", "H", "H", "C", "N", "O", "O", "H", "H", "H", "C", "N", "O", "O", "H", "H", "H", "C", "N", "O", "O", "H", "H", "H", "C", "N", "O", "O", "H", "H", "H", "C", "N", "O", "O", "H", "H", "H", "C", "N", "O", "O", "H", "H", "H", "C", "N", "O", "O", "H", "H", "H"], "positions_angstrom": [[2.393, 3.653, 1.407], [3.811, 4.351, 0.945], [3.809, 4.866, -0.640], [3.886, 6.474, -0.988], [3.923, 7.703, 0.106], [2.984, 8.875, 0.116], [4.989, 7.724, 1.169], [3.892, 6.912, -2.598], [3.858, 5.713, -3.716], [3.769, 4.084, -3.366], [3.745, 3.152, -4.540], [3.619, 1.738, -4.034], [3.573, 0.398, -5.450], [2.082, -0.556, -5.325], [5.413, -0.996, -5.252], [3.528, 1.277, -2.474], [3.342, -0.326, -2.029], [1.790, -0.854, -2.140], [1.102, -1.311, -0.735], [2.114, -2.118, 0.043], [0.018, -2.305, -1.082], [0.590, -0.106, 0.250], [-0.241, -0.808, 1.301], [1.834, 0.430, 0.921], [-0.275, 1.085, -0.519], [0.606, 1.974, -1.369], [-1.146, 0.367, -1.490], [-1.056, 2.113, 0.490], [-0.765, 3.535, 0.066], [-0.423, 2.050, 1.864], [-2.646, 1.806, 0.729], [-2.910, 2.274, 2.148], [-2.932, 0.323, 0.824], [-3.704, 2.637, -0.176], [-5.104, 2.219, 0.212], [-3.639, 4.092, 0.233], [-3.585, 2.587, -1.783], [-4.495, 3.688, -2.289], [-2.254, 2.931, -2.364], [-4.100, 1.235, -2.540], [-4.428, 0.085, -1.678], [-5.367, 1.555, -3.301], [-3.091, 0.916, -3.619], [3.607, 2.250, -1.327], [3.724, 3.668, -1.798], [1.736, 4.340, 2.091], [2.691, 2.705, 2.055], [1.818, 3.292, 0.455], [4.204, 5.163, 1.695], [4.620, 3.474, 0.972], [2.063, 8.538, -0.101], [4.599, 8.132, 1.999], [3.927, 8.067, -2.894], [3.900, 6.054, -4.860], [1.917, -1.054, -6.183], [4.025, -1.049, -2.667], [3.761, -0.410, -0.915], [1.834, -1.836, -2.820], [1.114, -0.099, -2.772], [-4.604, 0.725, 4.472], [-5.433, 1.046, 5.666], [-6.630, 1.288, 5.475], [-4.857, 1.046, 6.760], [-5.237, 0.761, 3.583], [-3.811, 1.472, 4.412], [-4.196, -0.278, 4.615], [-6.814, -1.369, 8.385], [-6.848, -2.852, 8.277], [-5.926, -3.395, 7.657], [-7.798, -3.429, 8.818], [-5.928, -0.997, 7.867], [-7.723, -0.984, 7.919], [-6.774, -1.116, 9.447], [4.181, -2.675, 3.056], [5.138, -1.825, 2.298], [5.395, -2.159, 1.136], [5.604, -0.845, 2.891], [3.853, -3.496, 2.414], [4.704, -3.058, 3.934], [3.335, -2.047, 3.340], [0.306, -5.924, -0.892], [1.208, -6.300, -2.014], [2.005, -7.225, -1.814], [1.092, -5.656, -3.063], [0.517, -6.570, -0.037], [0.505, -4.880, -0.645], [-0.722, -6.063, -1.236], [-10.819, -2.915, 6.552], [-9.862, -2.064, 5.795], [-9.605, -2.399, 4.633], [-9.396, -1.084, 6.388], [-11.147, -3.735, 5.911], [-10.296, -3.297, 7.431], [-11.665, -2.286, 6.837], [8.064, 1.493, 2.409], [7.766, 1.803, 0.984], [6.576, 1.891, 0.661], [8.736, 1.949, 0.231], [7.122, 1.392, 2.953], [8.625, 0.557, 2.432], [8.654, 2.321, 2.810], [4.214, -6.765, -3.505], [5.171, -5.914, -4.263], [5.429, -6.249, -5.425], [5.637, -4.935, -3.670], [3.887, -7.586, -4.147], [4.738, -7.148, -2.627], [3.368, -6.136, -3.221], [-1.930, -4.276, -5.490], [-2.011, -5.349, -4.462], [-2.186, -4.998, -3.290], [-1.895, -6.514, -4.862], [-2.047, -3.308, -5.000], [-0.951, -4.351, -5.968], [-2.736, -4.446, -6.207], [-11.221, 0.175, 3.268], [-12.687, 0.205, 3.018], [-13.093, 0.954, 2.122], [-13.389, -0.523, 3.729], [-10.730, 0.860, 2.574], [-11.056, 0.488, 4.301], [-10.880, -0.850, 3.104], [-3.928, 2.956, 8.749], [-3.386, 3.893, 9.770], [-3.462, 3.545, 10.954], [-2.899, 4.951, 9.353], [-4.322, 2.072, 9.254], [-4.722, 3.478, 8.211], [-3.107, 2.685, 8.081], [7.173, 4.186, -7.478], [6.345, 4.507, -6.285], [5.147, 4.749, -6.475], [6.920, 4.507, -5.190], [6.540, 4.222, -8.367], [7.967, 4.933, -7.539], [7.581, 3.183, -7.336], [5.264, -7.248, -8.589], [5.370, -7.233, -10.072], [5.459, -6.129, -10.622], [5.362, -8.329, -10.644], [5.284, -6.220, -8.222], [4.319, -7.732, -8.331], [6.116, -7.812, -8.203]], "mulliken_charge": [-0.31, -0.11, 0.10, -0.17, 0.53, -0.56, -0.54, -0.49, -0.35, 0.19, -0.41, -0.19, 0.34, -0.51, -0.21, 0.23, -0.32, -0.54, 0.39, -0.27, -0.29, 0.72, -0.30, -0.23, 0.28, -0.23, -0.24, 0.85, -0.28, -0.31, 0.47, -0.32, -0.26, 0.62, -0.29, -0.27, 0.34, -0.29, -0.18, 0.71, -0.19, -0.25, -0.22, 0.22, 0.40, 0.35, 0.16, -0.21, 0.35, -0.20, 0.31, 0.31, 0.27, 0.22, 0.32, 0.14, 0.09, 0.45, 0.25, -0.85, 0.90, -0.50, -0.50, 0.33, 0.30, 0.34, -0.46, 0.88, -0.53, -0.53, 0.18, 0.21, 0.27, -0.75, 0.86, -0.50, -0.49, 0.29, 0.30, 0.29, -0.60, 0.86, -0.52, -0.49, 0.31, 0.10, 0.29, -0.71, 0.85, -0.51, -0.52, 0.32, 0.27, 0.29, -0.70, 0.82, -0.45, -0.53, 0.24, 0.28, 0.30, -0.50, 0.86, -0.51, -0.51, 0.31, 0.31, 0.07, -0.70, 0.88, -0.50, -0.51, 0.27, 0.28, 0.29, -0.58, 0.86, -0.52, -0.53, 0.31, 0.23, 0.23, -0.73, 0.85, -0.51, -0.51, 0.31, 0.29, 0.29, -0.75, 0.82, -0.47, -0.48, 0.31, 0.28, 0.28, -0.70, 0.83, -0.50, -0.51, 0.32, 0.28, 0.27], "homo_lumo_gap_ev": 6.562, "charge": 0}

***

No. 2
{"formula": "C32H50BN9S2TeTi", "method": "the ωB97M-V functional and the def2-TZVPD basis", "elements": ["Ti", "C", "C", "C", "C", "N", "N", "B", "N", "N", "C", "C", "C", "C", "C", "C", "C", "C", "N", "N", "C", "C", "C", "C", "C", "C", "C", "C", "C", "C", "C", "C", "H", "H", "H", "H", "H", "H", "H", "H", "H", "H", "H", "H", "H", "H", "H", "H", "H", "H", "H", "H", "H", "H", "H", "H", "H", "H", "H", "H", "H", "H", "H", "H", "H", "H", "H", "H", "H", "H", "H", "H", "C", "C", "C", "N", "N", "C", "N", "S", "H", "H", "H", "H", "H", "H", "H", "Te", "C", "C", "C", "C", "S", "H", "H", "H"], "positions_angstrom": [[0.108, 0.043, 0.052], [-2.069, 2.589, 3.822], [-2.180, 2.158, 2.399], [-2.993, 2.654, 1.406], [-2.724, 1.874, 0.264], [-1.779, 0.991, 0.540], [-1.453, 1.147, 1.870], [-0.662, 0.022, 2.646], [0.905, 0.233, 2.528], [1.611, -0.358, 1.497], [2.861, -0.501, 1.908], [3.002, 0.070, 3.190], [1.753, 0.506, 3.552], [1.328, 1.178, 4.814], [3.907, -1.329, 1.196], [4.505, -2.301, 2.227], [3.273, -2.154, 0.083], [5.028, -0.439, 0.654], [-1.046, -1.363, 2.038], [-0.767, -1.691, 0.728], [-1.282, -2.890, 0.507], [-1.916, -3.354, 1.676], [-1.747, -2.362, 2.616], [-2.230, -2.300, 4.026], [-1.176, -3.571, -0.838], [-1.834, -4.949, -0.770], [-1.885, -2.720, -1.899], [0.296, -3.725, -1.238], [-3.500, 1.898, -1.030], [-4.978, 1.652, -0.683], [-3.034, 0.785, -1.967], [-3.370, 3.273, -1.693], [-2.772, 3.399, 4.009], [-1.066, 2.947, 4.055], [-2.293, 1.771, 4.508], [-3.701, 3.461, 1.501], [-0.973, 0.062, 3.797], [3.897, 0.127, 3.787], [2.172, 1.221, 5.500], [0.510, 0.649, 5.301], [0.994, 2.199, 4.624], [3.719, -2.871, 2.725], [5.084, -1.779, 2.991], [5.170, -3.004, 1.720], [2.490, -2.797, 0.488], [4.031, -2.786, -0.385], [2.829, -1.528, -0.690], [5.491, 0.139, 1.457], [4.647, 0.260, -0.091], [5.803, -1.057, 0.192], [-2.426, -4.291, 1.824], [-2.768, -3.217, 4.263], [-2.906, -1.457, 4.178], [-1.404, -2.193, 4.730], [-2.896, -4.871, -0.526], [-1.353, -5.582, -0.021], [-1.746, -5.444, -1.739], [-2.942, -2.593, -1.653], [-1.813, -3.203, -2.876], [-1.425, -1.734, -1.975], [0.837, -4.334, -0.510], [0.783, -2.751, -1.312], [0.365, -4.211, -2.215], [-5.091, 0.732, -0.106], [-5.560, 1.557, -1.603], [-5.394, 2.473, -0.097], [-3.384, -0.184, -1.608], [-1.947, 0.744, -2.046], [-3.432, 0.946, -2.971], [-3.653, 4.070, -1.001], [-4.024, 3.331, -2.567], [-2.348, 3.450, -2.027], [4.747, -1.403, -3.270], [4.070, -0.110, -3.723], [2.988, 0.342, -2.784], [1.916, -0.318, -2.582], [1.033, 0.309, -1.709], [1.345, 1.688, -1.591], [0.822, 2.228, -0.344], [3.108, 1.866, -1.896], [5.479, -1.727, -4.011], [4.008, -2.194, -3.147], [5.262, -1.264, -2.318], [3.613, -0.256, -4.703], [4.805, 0.689, -3.830], [0.235, 3.040, -0.491], [1.575, 2.470, 0.292], [0.243, 2.418, -3.494], [0.568, 4.475, -3.665], [1.735, 5.187, -3.725], [1.530, 6.574, -3.978], [0.211, 6.888, -4.118], [-0.776, 5.509, -3.916], [2.708, 4.733, -3.595], [2.329, 7.297, -4.069], [-0.229, 7.851, -4.326]], "lowdin_spin": [1.68, 0.00, 0.01, 0.00, 0.01, 0.00, 0.01, 0.01, 0.01, 0.00, 0.02, 0.00, 0.01, 0.00, 0.00, 0.00, 0.00, 0.00, 0.01, 0.01, 0.03, 0.00, 0.02, 0.00, 0.00, 0.00, 0.01, 0.01, 0.00, 0.00, 0.00, 0.00, 0.00, 0.00, 0.00, 0.00, 0.00, 0.00, 0.00, 0.00, 0.00, 0.00, 0.00, 0.00, 0.00, 0.00, 0.00, 0.00, 0.00, 0.00, 0.00, 0.00, 0.00, 0.00, 0.00, 0.00, 0.00, 0.00, 0.00, 0.01, 0.00, 0.01, 0.00, 0.00, 0.00, 0.00, 0.00, 0.00, 0.00, 0.00, 0.00, 0.00, 0.00, 0.00, 0.00, 0.01, 0.03, 0.01, 0.02, 0.01, 0.00, 0.00, 0.00, 0.00, 0.00, 0.00, 0.00, 0.00, 0.00, 0.00, 0.00, 0.00, 0.00, 0.00, 0.00, 0.00], "homo_lumo_gap_ev": [5.837, 7.343], "s_squared": 2.007, "spin_multiplicity": 3, "charge": 0, "relative_energy_kcal_mol": 15.54}

***

The following molar mass values (in g mol⁻¹) correspond, in order, to the records above: 1507.48 811.23.
The following total energy values (in hartree) correspond, in order, to the records above: -8683.53393 -3680.99037.